(1)
This record from the Open Molecules 2025 dataset describes C31H43IN2O2PdSe as an isolated structure at a distorted geometry. The level of theory is ωB97M-V/def2-TZVPD.

Positions of all 81 atoms, in Å:
Pd (0.172, -0.498, 3.477)
C (-4.305, -0.380, -2.397)
C (-3.858, 1.060, -2.127)
C (-3.124, 1.561, -3.381)
C (-5.128, 1.901, -1.914)
C (-2.939, 1.157, -0.917)
C (-2.508, 0.051, -0.198)
C (-1.670, 0.177, 0.886)
Se (-1.083, -1.495, 1.697)
C (0.440, -1.812, 0.529)
C (0.126, -2.383, -0.683)
C (1.084, -2.582, -1.665)
C (2.361, -2.104, -1.375)
C (2.726, -1.531, -0.171)
C (1.776, -1.433, 0.914)
O (2.097, -1.087, 2.079)
C (4.162, -1.009, -0.063)
C (4.475, -0.309, 1.261)
C (4.421, 0.024, -1.175)
C (5.153, -2.175, -0.223)
C (0.783, -3.242, -3.004)
C (1.015, -2.241, -4.146)
C (-0.668, -3.726, -3.092)
C (1.690, -4.467, -3.212)
C (-1.200, 1.440, 1.390)
O (-0.509, 1.555, 2.436)
C (-1.612, 2.570, 0.593)
C (-2.445, 2.390, -0.494)
C (-1.143, 4.002, 0.876)
C (-0.377, 4.540, -0.346)
C (-2.355, 4.910, 1.148)
C (-0.202, 4.132, 2.075)
H (-4.960, -0.407, -3.270)
H (-3.448, -1.018, -2.595)
H (-4.850, -0.781, -1.546)
H (-3.765, 1.471, -4.261)
H (-2.830, 2.602, -3.276)
H (-2.225, 0.971, -3.540)
H (-5.788, 1.825, -2.781)
H (-5.666, 1.545, -1.038)
H (-4.887, 2.950, -1.763)
H (-2.808, -0.947, -0.477)
H (-0.905, -2.656, -0.845)
H (3.112, -2.188, -2.154)
H (3.775, 0.502, 1.435)
H (4.386, -1.002, 2.091)
H (5.493, 0.093, 1.233)
H (3.730, 0.856, -1.070)
H (5.442, 0.408, -1.105)
H (4.287, -0.402, -2.167)
H (4.976, -2.912, 0.557)
H (5.033, -2.665, -1.188)
H (6.183, -1.821, -0.142)
H (0.379, -1.369, -4.003)
H (2.049, -1.904, -4.169)
H (0.779, -2.696, -5.110)
H (-1.356, -2.892, -2.987)
H (-0.845, -4.197, -4.060)
H (-0.878, -4.453, -2.311)
H (2.740, -4.186, -3.201)
H (1.523, -5.190, -2.415)
H (1.475, -4.949, -4.168)
H (-2.738, 3.264, -1.066)
H (-0.997, 4.558, -1.240)
H (-0.023, 5.556, -0.155)
H (0.482, 3.905, -0.546)
H (-3.037, 4.936, 0.301)
H (-2.901, 4.538, 2.013)
H (-2.029, 5.932, 1.357)
H (0.671, 3.501, 1.945)
H (0.118, 5.174, 2.178)
H (-0.699, 3.821, 2.988)
I (-1.166, -1.756, 9.523)
C (-0.134, -1.209, 7.728)
C (1.216, -0.949, 7.663)
N (1.445, -0.623, 6.359)
N (0.321, -0.670, 5.624)
C (-0.658, -1.032, 6.449)
H (1.975, -0.972, 8.420)
H (2.318, -0.403, 5.905)
H (-1.668, -1.155, 6.102)

Results
frontier orbital gap	3.0	eV
total charge	-2

Atom charges from the Mulliken analysis, given in e for atoms 1 to 5:
1. Pd 0.23
2. C -1.98
3. C 2.13
4. C -1.61
5. C -1.84

=====

(2)
This record from the Open Molecules 2025 dataset describes C42H38Cl2N2O4S2V as an isolated structure. The level of theory is ωB97M-V/def2-TZVPD.

Positions of all 91 atoms, in Å:
V (-0.413, 0.013, -0.538)
O (-1.158, 1.847, -0.859)
S (-2.524, 2.534, -0.709)
C (-2.652, 3.461, -2.251)
C (-1.371, 4.156, -2.709)
C (-0.274, 3.202, -3.229)
C (0.979, 3.170, -2.354)
S (1.867, 1.624, -2.654)
O (1.098, 0.567, -1.884)
C (3.350, 1.947, -1.727)
C (4.252, 2.854, -2.273)
C (5.434, 3.109, -1.601)
C (5.711, 2.445, -0.410)
C (4.812, 1.524, 0.104)
C (3.618, 1.264, -0.557)
C (-2.205, 3.822, 0.485)
C (-2.716, 5.109, 0.386)
C (-2.463, 6.012, 1.408)
C (-1.712, 5.630, 2.511)
C (-1.212, 4.337, 2.602)
C (-1.466, 3.424, 1.593)
H (-3.489, 4.149, -2.124)
H (-2.974, 2.710, -2.975)
H (-0.985, 4.797, -1.913)
H (-1.670, 4.830, -3.514)
H (0.022, 3.501, -4.236)
H (-0.681, 2.194, -3.318)
H (0.762, 3.201, -1.286)
H (1.672, 3.977, -2.600)
H (4.042, 3.346, -3.217)
H (6.144, 3.814, -2.010)
H (6.640, 2.639, 0.108)
H (5.040, 0.994, 1.019)
H (2.925, 0.523, -0.178)
H (-3.304, 5.425, -0.465)
H (-2.854, 7.018, 1.339)
H (-1.521, 6.340, 3.304)
H (-0.631, 4.033, 3.462)
H (-1.092, 2.411, 1.660)
Cl (-3.043, -4.378, 0.126)
C (-2.040, -5.511, -0.730)
C (-2.639, -6.472, -1.515)
C (-1.850, -7.379, -2.203)
C (-0.476, -7.335, -2.058)
C (0.112, -6.382, -1.241)
Cl (1.830, -6.488, -1.001)
C (-0.648, -5.406, -0.584)
N (-0.131, -4.388, 0.212)
C (1.101, -3.719, 0.094)
C (1.856, -3.503, 1.242)
C (3.040, -2.786, 1.190)
C (3.496, -2.299, -0.025)
C (2.729, -2.494, -1.167)
C (1.520, -3.178, -1.127)
C (0.649, -3.244, -2.352)
C (-0.712, -2.591, -2.156)
O (-1.710, -2.895, -2.744)
O (-0.670, -1.585, -1.273)
H (-3.717, -6.495, -1.592)
H (-2.306, -8.127, -2.836)
H (0.160, -8.056, -2.553)
H (-0.693, -4.141, 1.009)
H (1.514, -3.928, 2.177)
H (3.617, -2.634, 2.093)
H (4.439, -1.772, -0.087)
H (3.064, -2.086, -2.114)
H (0.497, -4.253, -2.732)
H (1.126, -2.676, -3.156)
C (-5.052, -0.048, 2.287)
C (-4.104, 0.418, 3.191)
C (-2.755, 0.379, 2.882)
C (-2.331, -0.143, 1.656)
C (-3.285, -0.625, 0.757)
C (-4.635, -0.567, 1.071)
N (-0.982, -0.117, 1.255)
C (0.068, -0.085, 2.197)
C (1.114, 0.817, 1.987)
C (2.228, 0.825, 2.821)
C (2.292, -0.044, 3.895)
C (1.239, -0.926, 4.127)
C (0.143, -0.957, 3.287)
H (-6.104, -0.016, 2.536)
H (-4.418, 0.819, 4.146)
H (-2.025, 0.748, 3.592)
H (-2.965, -1.086, -0.170)
H (-5.360, -0.954, 0.367)
H (1.030, 1.561, 1.195)
H (3.025, 1.536, 2.642)
H (3.145, -0.030, 4.560)
H (1.282, -1.605, 4.969)
H (-0.667, -1.654, 3.462)

Results
frontier orbital gap (spin up / spin down)	7.1 / 7.5	eV
2S+1	3
total charge	+1

Atom charges from the Mulliken analysis, given in e for atoms 1 to 5:
1. V 0.73
2. O 0.16
3. S 0.35
4. C -1.10
5. C -0.88

=====

(3)
This record from the Open Molecules 2025 dataset describes C49H49As2BIrN10O9S2 as an isolated structure at a distorted geometry. The level of theory is ωB97M-V/def2-TZVPD.

Positions of all 123 atoms, in Å:
Ir (-0.234, -0.153, 0.653)
C (-3.974, -1.976, 0.238)
C (-2.590, -1.949, 0.155)
N (-2.146, -0.780, 0.612)
N (-3.199, -0.051, 1.027)
C (-4.323, -0.752, 0.775)
B (-2.951, 1.360, 1.609)
N (-2.317, 2.173, 0.472)
C (-2.707, 3.291, -0.150)
C (-1.704, 3.677, -1.018)
C (-0.710, 2.710, -0.876)
N (-1.095, 1.800, 0.018)
N (-1.841, 1.265, 2.713)
C (-1.878, 1.748, 3.970)
C (-0.622, 1.621, 4.532)
C (0.151, 1.044, 3.530)
N (-0.598, 0.846, 2.444)
N (-4.165, 2.002, 2.208)
C (-4.284, 3.296, 2.644)
C (-5.510, 3.436, 3.220)
C (-6.100, 2.155, 3.111)
N (-5.284, 1.299, 2.527)
H (-4.638, -2.773, -0.051)
H (-1.903, -2.711, -0.166)
H (-5.286, -0.343, 1.022)
H (-3.663, 3.745, 0.054)
H (-1.688, 4.552, -1.644)
H (0.255, 2.639, -1.341)
H (-2.782, 2.156, 4.393)
H (-0.314, 1.913, 5.522)
H (1.198, 0.784, 3.543)
H (-3.487, 4.015, 2.522)
H (-5.929, 4.311, 3.687)
H (-7.075, 1.832, 3.443)
S (5.871, -4.164, -0.526)
C (6.264, -4.134, -2.162)
C (5.295, -3.526, -2.952)
C (4.230, -3.052, -2.207)
C (4.367, -3.322, -0.834)
C (3.473, -3.067, 0.202)
C (2.422, -2.001, 0.002)
N (1.370, -1.884, 0.985)
C (1.421, -2.605, 2.067)
C (2.537, -3.540, 2.358)
C (2.569, -4.265, 3.583)
C (1.586, -4.138, 4.499)
C (0.446, -3.278, 4.249)
C (-0.576, -3.144, 5.176)
C (-1.697, -2.360, 4.885)
C (-1.703, -1.750, 3.613)
N (-0.706, -1.826, 2.763)
C (0.357, -2.555, 3.048)
C (-2.784, -2.153, 5.811)
C (-3.993, -1.532, 5.583)
C (-4.812, -1.485, 6.726)
C (-4.211, -2.051, 7.814)
S (-2.673, -2.666, 7.460)
C (3.517, -3.733, 1.423)
H (7.199, -4.566, -2.496)
H (5.372, -3.451, -4.027)
H (3.355, -2.590, -2.655)
H (1.956, -2.178, -0.968)
H (3.405, -4.931, 3.755)
H (1.621, -4.695, 5.428)
H (-0.499, -3.662, 6.126)
H (-2.566, -1.169, 3.306)
H (-4.303, -1.135, 4.622)
H (-5.802, -1.055, 6.755)
H (-4.609, -2.116, 8.816)
H (4.287, -4.470, 1.623)
C (3.374, 1.499, 1.808)
C (2.270, 2.067, 0.936)
C (2.675, 3.369, 0.275)
O (1.748, 1.072, -0.050)
H (3.627, 2.237, 2.570)
H (4.270, 1.296, 1.224)
H (3.066, 0.573, 2.297)
H (1.384, 2.243, 1.542)
H (3.542, 3.243, -0.367)
H (2.925, 4.082, 1.062)
H (1.864, 3.795, -0.313)
C (4.946, 0.389, -1.552)
O (3.734, 1.048, -1.153)
C (2.653, 0.282, -0.817)
O (3.126, -0.787, -0.031)
C (1.907, -0.277, -2.050)
C (2.247, 0.032, -3.321)
As (2.213, 1.970, -3.610)
C (2.867, 2.293, -5.419)
C (0.261, 1.575, -3.868)
C (-0.480, 0.809, -3.063)
As (0.002, -0.611, -1.763)
C (-0.522, -2.207, -2.734)
C (-1.971, 0.810, -3.019)
O (-2.522, 0.034, -2.259)
O (-2.564, 1.704, -3.774)
C (-4.014, 1.687, -3.861)
C (-0.328, 2.108, -5.166)
O (-0.597, 1.301, -6.007)
O (-0.402, 3.410, -5.396)
C (-0.249, 4.369, -4.344)
C (1.945, -0.933, -4.432)
O (2.004, -2.130, -4.227)
O (1.709, -0.356, -5.585)
C (1.418, -1.174, -6.746)
H (5.643, 1.191, -1.776)
H (4.788, -0.221, -2.442)
H (5.342, -0.228, -0.750)
H (3.709, 1.631, -5.614)
H (3.237, 3.316, -5.447)
H (2.113, 2.154, -6.190)
H (-0.914, -1.919, -3.706)
H (-1.302, -2.728, -2.188)
H (0.338, -2.854, -2.864)
H (-4.257, 1.886, -4.900)
H (-4.411, 2.475, -3.225)
H (-4.397, 0.722, -3.549)
H (-0.227, 5.337, -4.831)
H (0.677, 4.228, -3.787)
H (-1.103, 4.315, -3.673)
H (0.471, -0.823, -7.145)
H (1.361, -2.222, -6.473)
H (2.210, -1.015, -7.473)

Results
frontier orbital gap (spin up / spin down)	4.3 / 4.3	eV
total charge	+3

Atom charges from the Mulliken analysis, given in e for atoms 1 to 5:
1. Ir 3.94
2. C -2.43
3. C -0.25
4. N 0.45
5. N 1.03

=====

It is found that the energy above the lowest of the compared OMol25 structures with the same formula, charge and spin values, taken in the order of the records, are 13.1, 0.0, 38.3 kJ/mol.